# C24H38I3N2O6

A structure of composition C24H38I3N2O6 (wB97M-V/def2-TZVPD, OMol25).

Geometry (Å):
C 6.7304 1.4867 -0.2311
O 5.4990 2.1237 -0.7242
C 5.4018 2.0783 -2.1965
C 4.3915 0.8586 -2.7345
C 2.9092 1.4034 -3.1760
C 2.0812 0.4033 -4.1889
C 0.5753 1.0756 -4.4413
C -0.6437 0.1513 -3.7753
C -1.7914 1.0359 -3.0079
C -2.0442 2.6565 -3.3392
C -3.2805 3.3839 -2.4785
C -3.6022 4.9799 -2.7376
C -3.6568 5.7608 -1.2596
O -2.9656 5.3252 -0.1867
I -4.9162 7.5914 -1.2373
N -4.0430 2.5209 -1.5009
N -3.8868 1.2149 -1.1468
C -2.8231 0.4349 -1.8354
C -2.6422 -1.1658 -1.3854
I -0.8522 -2.0122 -0.4541
C -3.8161 -2.0635 -1.6181
C -5.2631 -1.5812 -2.2680
I -3.6139 -4.2023 -1.0178
H 6.8540 0.3794 -0.5920
H 7.7244 2.0712 -0.5230
H 6.7330 1.4531 0.9618
H 5.1009 3.1235 -2.6454
H 6.4791 1.8025 -2.6153
H 4.3395 0.0961 -1.8174
H 4.9374 0.3958 -3.6646
H 2.2693 1.5047 -2.2008
H 3.0696 2.4256 -3.7493
H 2.0350 -0.7124 -3.8350
H 2.6896 0.3950 -5.2144
H 0.4253 1.0832 -5.6214
H 0.6273 2.1567 -3.9912
H -1.1812 -0.3574 -4.7119
H -0.1320 -0.6730 -3.1211
H -1.4115 3.2326 -4.1487
H -4.6160 5.1827 -3.2872
H -2.6757 5.4820 -3.2984
H -4.8382 3.0342 -1.0075
H -5.8765 -0.8799 -1.5240
H -5.1593 -1.1242 -3.3464
H -5.9221 -2.5705 -2.3630
O 6.4556 2.1275 3.1109
C 5.2520 2.0295 3.3475
O 4.8232 1.5803 4.5490
C 3.4555 1.6180 4.9945
C 2.6953 0.3980 4.5134
C 4.2366 2.3198 2.2805
H 2.9723 2.5565 4.7067
H 3.4862 1.6112 6.0893
H 2.6505 0.3560 3.4204
H 1.6745 0.4014 4.9010
H 3.1969 -0.5204 4.8442
H 4.0969 1.4285 1.6646
H 4.6170 3.1341 1.6547
H 3.2779 2.6587 2.6657
O -1.0444 -5.3267 3.3804
C -2.2480 -5.4247 3.6170
O -2.6768 -5.8740 4.8185
C -4.0445 -5.8362 5.2640
C -4.8047 -7.0562 4.7829
C -3.2634 -5.1344 2.5500
H -4.5277 -4.8977 4.9762
H -4.0138 -5.8430 6.3588
H -4.8495 -7.0982 3.6899
H -5.8255 -7.0529 5.1705
H -4.3031 -7.9746 5.1136
H -3.4031 -6.0258 1.9341
H -2.8830 -4.3202 1.9242
H -4.2221 -4.7956 2.9352

For the LUMO energy, the calculation gives -5.06 eV. The multiplicity is 1. The total charge is +1.

# C24H38MnNO2P3

A structure of composition C24H38MnNO2P3 (wB97M-V/def2-TZVPD, OMol25).

Geometry (Å):
P 0.0728 -1.6385 -2.1730
C -1.7229 -1.8362 -2.7884
H -1.8054 -2.6567 -3.5011
H -2.0604 -0.9340 -3.2978
H -2.4101 -2.0444 -1.9700
C 0.7019 -1.3828 -3.9475
H 1.7666 -1.5896 -4.0381
H 0.5150 -0.3559 -4.2625
H 0.1919 -2.0495 -4.6429
C 0.2883 -3.5170 -1.9779
H 0.1053 -4.0260 -2.9241
H -0.4238 -3.9024 -1.2483
H 1.2851 -3.7878 -1.6364
P 1.0099 -1.2448 2.3653
C -0.4746 -1.6833 3.4819
H -0.1477 -1.9195 4.4943
H -1.0003 -2.5591 3.1027
H -1.1848 -0.8612 3.5522
C 1.8238 -2.9269 2.7099
H 2.8944 -2.9117 2.5139
H 1.3630 -3.6956 2.0888
H 1.6995 -3.2146 3.7538
C 1.8043 -0.1702 3.7171
H 1.9660 -0.7502 4.6255
H 1.1488 0.6644 3.9660
H 2.7609 0.2460 3.4084
P 0.9311 2.5427 -0.3205
C -0.4969 3.7374 0.0994
H -0.2926 4.7403 -0.2757
H -0.6307 3.8205 1.1776
H -1.4387 3.4110 -0.3390
C 2.1851 3.6427 0.5888
H 1.9754 4.6987 0.4192
H 3.2040 3.4660 0.2488
H 2.1343 3.4535 1.6612
C 1.0643 3.2208 -2.0914
H 1.2526 4.2944 -2.0795
H 0.1312 3.0518 -2.6289
H 1.8600 2.7454 -2.6605
Mn 0.5239 -0.0971 -0.0160
C -1.0310 -1.5608 0.4181
O -1.8673 -2.3056 0.6313
C -0.5106 0.9893 1.5655
O -1.0769 1.5346 2.3910
C 4.0529 0.5072 0.2333
C 3.9469 0.7510 -1.0960
C 3.5362 -0.1804 -1.9609
C 3.6009 -1.4631 -1.5266
C 3.6878 -1.7744 -0.2304
C 4.0993 -0.7787 0.5919
H 4.3831 1.2639 0.9260
H 4.2025 1.7262 -1.4752
H 3.4622 0.0650 -3.0079
H 3.5798 -2.2649 -2.2455
H 3.7257 -2.8107 0.0648
H 4.4780 -1.0247 1.5699
N -1.3597 0.4723 -0.5887
C -2.4980 0.5896 -0.2604
C -3.9162 0.7395 0.1565
C -4.3836 1.5814 1.2142
C -5.7734 1.7909 1.3883
C -6.6924 1.1303 0.5683
C -6.2378 0.1949 -0.3587
C -4.8680 0.0002 -0.5535
H -3.7146 2.1281 1.8700
H -6.1529 2.4858 2.1347
H -7.7574 1.3275 0.6558
H -6.9458 -0.3627 -0.9566
H -4.5404 -0.7324 -1.2743

For the LUMO energy (alpha / beta), the calculation gives -15.16 / -16.49 eV. As for the expectation value of S²: 4.047. The multiplicity is 4. The total charge is +4.

# C24H38N4PdSi

A structure of composition C24H38N4PdSi (wB97M-V/def2-TZVPD, OMol25).

Geometry (Å):
Pd -0.6955 -0.1909 -1.2773
C -4.0354 -0.6096 -1.5713
C -3.6945 0.1878 -0.3337
C -4.5437 0.1911 0.7581
C -4.1569 0.9433 1.8794
C -3.0331 1.7164 1.8325
C -2.2471 1.7887 0.6283
N -2.5580 0.9011 -0.3839
N -1.3015 2.7086 0.5413
Si -0.6216 3.3830 -0.8526
C -0.1892 5.1635 -0.3292
C 1.0006 2.7817 -1.6554
C -1.8307 3.5302 -2.3128
H -4.4162 -1.6009 -1.3170
H -3.1431 -0.7090 -2.1875
H -4.8018 -0.0861 -2.1510
H -5.4460 -0.4085 0.7629
H -4.7646 0.9192 2.7798
H -2.7193 2.3242 2.6706
H 0.5973 5.1551 0.4349
H -1.0658 5.6599 0.1010
H 0.1681 5.7615 -1.1789
H 1.5089 2.0364 -1.0369
H 1.6950 3.6199 -1.7960
H 0.7974 2.3312 -2.6286
H -2.8160 3.8619 -1.9639
H -1.9506 2.5410 -2.7645
H -1.4833 4.2284 -3.0832
C 2.7536 -0.4726 -3.6659
C 1.8627 -1.0995 -2.5906
C 0.4162 -0.7923 -2.8213
N -0.4784 -0.7215 -3.6143
H 3.7937 -0.7842 -3.5356
H 2.7100 0.6157 -3.6077
H 2.4172 -0.7720 -4.6600
H 2.1502 -0.7658 -1.5965
H 1.9637 -2.1876 -2.5973
C 2.4826 2.3673 1.4874
C 2.3269 0.8906 1.7638
C 3.0692 0.2721 2.7847
C 2.8517 -1.0771 3.0326
C 3.5807 -1.7553 4.1707
C 1.9633 -1.8270 2.2692
C 1.2201 -1.2633 1.1728
C 1.4475 0.1539 1.0141
N 0.3804 -1.8205 0.2928
C -0.2017 -3.1604 0.3087
C -1.6946 -3.0223 0.6567
C 0.3779 -4.2425 1.2375
C -0.0961 -3.7143 -1.1208
H 2.9237 2.8843 2.3433
H 1.5126 2.8183 1.2639
H 3.1337 2.5342 0.6242
H 3.7532 0.8452 3.4045
H 4.2594 -1.0608 4.6714
H 4.1667 -2.6087 3.8168
H 2.8753 -2.1320 4.9176
H 1.8542 -2.8596 2.5471
H 0.8135 0.6474 0.2800
H -1.8101 -2.7404 1.7071
H -2.2524 -3.9490 0.4673
H -2.1020 -2.2158 0.0505
H 0.1951 -4.0118 2.2870
H 1.4495 -4.3797 1.0785
H -0.1237 -5.1915 1.0146
H -0.5220 -2.9912 -1.8170
H -0.6316 -4.6667 -1.2216
H 0.9551 -3.8724 -1.3810

For the LUMO energy, the calculation gives 5.03 eV. The multiplicity is 1. The total charge is -2. As for the energy above the lowest of the compared OMol25 structures with the same formula, charge and spin: 67.4 kJ/mol.

# C24H39BF16N2O5P

A cluster of 3 separate species, C24H39BF16N2O5P in total (wB97M-V/def2-TZVPD, OMol25).

Geometry (Å):
C -3.1639 7.2957 0.4679
C -3.7430 6.2680 1.4547
C -4.8944 5.4134 0.8789
C -4.5989 3.8912 0.7593
N -4.3436 3.4520 -0.6174
B -3.0053 2.6469 -0.9015
C -3.0451 1.1856 -0.0885
C -2.2308 0.9666 1.1893
N -0.9312 0.2791 1.0733
C -0.5091 -0.3754 2.3062
C 0.0252 0.6250 3.3472
C -0.7827 -0.6625 0.0172
C 0.5377 -0.5804 -0.7029
O -1.6032 -1.5221 -0.2836
C -3.1217 2.3290 -2.5198
C -1.8623 1.6871 -2.9796
C -2.0350 0.3989 -4.0154
O -1.4507 1.8709 -4.1977
P -1.5772 3.9337 -0.4906
C 0.0377 3.1429 -0.1343
O -1.1963 4.6214 -1.9940
H -2.2759 6.8865 -0.0047
H -2.9169 8.2173 0.9892
H -3.8888 7.4815 -0.3209
H -4.1237 6.7704 2.3422
H -2.9346 5.6110 1.7631
H -5.7406 5.5088 1.5614
H -5.1764 5.7629 -0.1082
H -5.4991 3.3902 1.1272
H -3.7980 3.6505 1.4627
H -5.1094 2.8442 -0.8796
H -2.9092 0.3832 -0.8106
H -4.0860 1.0605 0.2098
H -2.8390 0.4329 1.9331
H -2.0379 1.9382 1.6474
H -1.3268 -0.9619 2.7380
H 0.3083 -1.0380 2.0537
H 0.9304 0.2175 3.7891
H -0.7051 0.7626 4.1407
H 0.2442 1.5750 2.8757
H 0.8558 -1.5495 -1.0526
H 0.4640 0.0854 -1.5620
H 1.2612 -0.1262 -0.0295
H -3.8967 1.5985 -2.7225
H -3.2188 3.2279 -3.1227
H -1.0780 1.5660 -2.2407
H -1.4925 0.0520 -4.8965
H -1.3166 -0.1535 -3.3276
H 0.0021 2.7887 0.8920
H 0.8305 3.8870 -0.1767
H 0.3441 2.3078 -0.7664
H -1.9657 5.1218 -2.2865
C 0.2459 -4.7320 4.5880
C 1.0095 -3.5030 4.0582
C 1.3128 -3.4450 2.5558
F 2.1274 -4.4494 2.1796
F 1.9502 -2.2851 2.2673
F 2.1460 -3.3323 4.7711
F 0.2029 -2.4364 4.3342
O 0.9845 -5.7698 5.2245
C 1.5108 -6.8436 4.5492
C 3.0344 -6.9099 4.6970
F 3.6159 -5.8090 4.1904
F 3.4987 -7.9848 4.0179
F 1.1280 -6.8855 3.2623
F 1.0199 -7.9622 5.1376
H -0.3685 -4.3337 5.3936
H -0.4526 -5.1241 3.8493
H 0.3923 -3.4864 1.9656
H 3.3059 -7.0021 5.7505
C 5.1666 -0.8174 -4.4818
C 5.3055 -2.0800 -5.3534
C 4.0454 -2.6673 -5.9966
F 3.1694 -3.1014 -5.0771
F 4.4040 -3.7324 -6.7547
F 5.9624 -3.0393 -4.6664
F 6.1067 -1.7213 -6.4007
O 5.1542 -0.9629 -3.0692
C 3.9908 -1.1472 -2.3519
C 4.0023 -2.4647 -1.5701
F 4.1209 -3.5217 -2.3973
F 2.8329 -2.5752 -0.9045
F 2.8950 -1.0316 -3.1204
F 3.9323 -0.1589 -1.4333
H 6.0865 -0.2654 -4.6694
H 4.3592 -0.1731 -4.8296
H 3.5593 -1.9306 -6.6418
H 4.8316 -2.4816 -0.8602

For the LUMO energy, the calculation gives 2.00 eV. The multiplicity is 1. The total charge is -1. As for the energy above the lowest of the compared OMol25 structures with the same formula, charge and spin: 0.0 kJ/mol.

# C24H39BN3O22

A cluster of 8 separate species, C24H39BN3O22 in total (wB97M-V/def2-TZVPD, OMol25).

Geometry (Å):
C 2.9445 0.6241 1.2058
N 2.4358 0.9292 -0.1628
C 1.4667 0.2436 -0.7103
N 0.8493 -0.7796 0.0980
N 0.9172 0.4453 -2.0259
B 1.9441 0.5268 -3.1094
C 3.2983 -0.3260 -3.1971
O 1.6753 1.4885 -4.1570
H 3.5068 1.5514 1.5328
H 2.1155 0.4976 1.9560
H 3.6889 -0.2142 1.2418
H 2.8805 1.6909 -0.6772
H 0.4228 -0.2281 0.8701
H 0.0313 -1.1269 -0.4271
H 0.2868 1.2513 -2.0348
H 4.1099 0.4001 -3.5211
H 3.6335 -0.7941 -2.2331
H 3.2280 -1.0958 -4.0416
H 2.0261 2.3284 -3.8045
C -3.4692 0.6497 -3.2340
C -3.3415 1.5596 -2.0503
O -3.2086 0.6421 -0.9657
C -2.7340 -0.5199 -1.4726
O -2.3586 -1.4366 -0.7986
O -2.7391 -0.5107 -2.8253
H -3.0409 1.0807 -4.1381
H -4.5042 0.3642 -3.4318
H -2.4448 2.1853 -2.0988
H -4.2121 2.2009 -1.9158
C -7.0218 -2.0421 -1.4509
C -7.1253 -0.9378 -0.4393
O -6.7445 0.2146 -1.1892
C -6.9812 -0.0602 -2.4997
O -6.9285 0.7494 -3.3788
O -7.2838 -1.3693 -2.6807
H -7.7475 -2.8362 -1.2798
H -6.0205 -2.4799 -1.4935
H -8.1454 -0.7993 -0.0723
H -6.4604 -1.0865 0.4113
C -2.8893 1.7252 3.1418
C -2.2353 1.5095 1.8084
O -0.8453 1.5954 2.1187
C -0.7066 1.2953 3.4356
O 0.3453 1.1139 3.9714
O -1.9089 1.2279 4.0554
H -3.8274 1.1808 3.2414
H -3.0685 2.7820 3.3558
H -2.4409 0.5208 1.3927
H -2.5162 2.2654 1.0763
C -1.7176 -4.5110 0.0572
C -1.0032 -5.7836 -0.2958
O -1.8217 -6.7822 0.3037
C -3.0697 -6.2581 0.4342
O -4.0322 -6.8828 0.7458
O -3.0746 -4.9245 0.1621
H -1.6045 -3.7420 -0.7055
H -1.3963 -4.1052 1.0211
H -0.9655 -5.9575 -1.3747
H 0.0103 -5.8196 0.1036
C 4.1412 6.2065 2.5914
C 3.5631 4.8213 2.6337
O 3.7948 4.3419 1.3090
C 4.8392 5.0524 0.8007
O 5.3912 4.7880 -0.2205
O 5.1648 6.0926 1.6051
H 4.5574 6.5153 3.5495
H 3.4150 6.9544 2.2623
H 4.0842 4.1713 3.3418
H 2.4989 4.8184 2.8686
C 3.6054 -3.2626 -6.8167
C 4.8020 -3.9987 -7.3469
O 5.8698 -3.4718 -6.5650
C 5.3339 -3.0030 -5.4108
O 5.9688 -2.6485 -4.4680
O 3.9740 -2.9895 -5.4661
H 2.6947 -3.8596 -6.8576
H 3.4322 -2.3153 -7.3344
H 4.7392 -5.0771 -7.1791
H 4.9695 -3.8151 -8.4076
C 0.4564 1.2410 7.8470
C 1.5804 1.3682 6.8606
O 2.2494 2.5503 7.2905
C 1.9601 2.7211 8.6088
O 2.4904 3.5187 9.3143
O 0.9874 1.8617 9.0139
H 0.1892 0.2033 8.0458
H -0.4397 1.7843 7.5339
H 2.2790 0.5279 6.9119
H 1.2267 1.4723 5.8363

For the LUMO energy, the calculation gives -3.60 eV. The multiplicity is 1. The total charge is +1. As for the energy above the lowest of the compared OMol25 structures with the same formula, charge and spin: 81.4 kJ/mol.

# C24H39INO6

A cluster of 3 separate species, C24H39INO6 in total (wB97M-V/def2-TZVPD, OMol25).

Geometry (Å):
C 4.8796 -4.4573 -0.8057
C 4.6527 -3.5303 -2.0661
C 4.5800 -2.0067 -1.7180
C 3.3354 -1.3948 -1.1864
C 3.3589 0.0561 -0.9324
C 2.1037 0.8226 -0.3903
C 1.0173 -0.1727 0.2147
C -0.0378 -0.6492 -0.8565
C 0.0277 -0.2116 -2.3132
C -1.0179 -0.6843 -3.2893
C -2.0659 -1.5863 -2.8274
C -2.1712 -2.0560 -1.3379
C -1.1148 -1.5408 -0.3715
C 4.6089 0.8129 -1.2138
I 4.5274 2.9404 -0.8729
N 5.7690 0.2122 -1.6693
C 7.0390 0.9216 -1.9479
O 7.5533 1.6851 -0.8579
O 7.3182 1.0754 0.3448
C 5.7402 -1.1604 -1.9107
H 4.1636 -4.1628 0.0031
H 5.9462 -4.3718 -0.4774
H 4.7058 -5.5389 -1.0775
H 5.4792 -3.7301 -2.8105
H 3.7031 -3.8552 -2.5836
H 2.4209 -2.0085 -0.9881
H 1.6840 1.5174 -1.1600
H 2.4556 1.4409 0.4888
H 0.4824 0.4252 1.0100
H 1.5152 -1.0299 0.7431
H 0.8339 0.4603 -2.6940
H -0.9474 -0.3209 -4.3416
H -2.8458 -1.9807 -3.5252
H -2.9853 -2.7447 -1.0105
H -1.1422 -1.8165 0.7149
H 6.9445 1.5275 -2.8949
H 7.8142 0.1310 -2.1812
H 6.4675 1.3839 0.7209
H 6.6787 -1.6316 -2.3013
C -3.5874 3.7972 -0.1944
O -3.2257 2.9736 -1.2894
C -3.2758 1.5846 -0.9695
C -4.5403 0.9400 -1.5123
O -5.7082 1.4438 -0.8741
C -6.3914 2.4032 -1.6667
H -3.7495 4.8096 -0.5668
H -4.5061 3.4541 0.2886
H -2.7729 3.8196 0.5384
H -3.1938 1.4324 0.1122
H -2.4116 1.1034 -1.4389
H -4.4973 -0.1341 -1.3071
H -4.6105 1.0717 -2.5973
H -6.9264 1.8999 -2.4790
H -5.7103 3.1489 -2.0830
H -7.1189 2.9117 -1.0335
C -3.9524 1.1571 3.3599
O -2.6162 0.8456 2.9819
C -1.6817 1.1280 4.0170
C -1.2659 -0.1392 4.7496
O -2.3527 -0.6992 5.4731
C -2.9392 -1.8067 4.8067
H -4.6282 0.7101 2.6297
H -4.2005 0.7625 4.3482
H -4.0964 2.2424 3.3512
H -2.0845 1.8677 4.7154
H -0.7964 1.5636 3.5400
H -0.4924 0.1165 5.4808
H -0.8416 -0.8711 4.0533
H -2.2894 -2.6833 4.9019
H -3.1215 -1.5978 3.7497
H -3.8926 -2.0266 5.2869

For the LUMO energy, the calculation gives -4.50 eV. The multiplicity is 1. The total charge is +1. As for the energy above the lowest of the compared OMol25 structures with the same formula, charge and spin: 348.1 kJ/mol.

| no. | strongest force on any atom (Eh/bohr) |
| --- | --- |
| 1 | 0.18185 |
| 2 | 0.09165 |
| 3 | 0.01214 |
| 4 | 0.04242 |
| 5 | 0.06283 |
| 6 | 0.09023 |